C3H6O4P2 | the ωB97M-V functional and the def2-TZVPD basis

Structure (XYZ):
```
15
Properties=species:S:1:pos:R:3:lowdin_charge:R:1
O -2.07 0.49 -1.10 -0.323
O 1.29 -1.52 -0.32 -0.327
O 0.55 -0.45 1.99 -0.279
O 1.80 1.13 0.21 -0.297
P 1.58 -0.34 0.80 0.704
C 0.00 -1.35 -0.97 -0.260
C -0.77 -0.10 1.42 -0.253
C 0.64 1.55 -0.53 -0.268
P -0.78 0.28 -0.41 0.684
H -0.70 -2.11 -0.53 0.107
H 0.14 -1.32 -2.10 0.123
H -1.35 -0.98 1.38 0.068
H -1.44 0.61 1.94 0.112
H 0.29 2.51 -0.17 0.101
H 0.82 1.61 -1.63 0.109
```

Computed properties:
Net charge: 0
HOMO (eV): -8.2
Energy relative to the best compared isomer or geometry (same formula, charge and spin) (kcal per mole): 0.0

C4H12NOS | the ωB97M-V functional and the def2-TZVPD basis

Structure (XYZ):
```
19
Properties=species:S:1:pos:R:3:lowdin_charge:R:1
C -0.56 -0.57 -1.42 -0.311
N -0.45 0.13 -0.16 -0.117
C 0.93 0.29 0.33 -0.352
C 0.99 0.34 1.84 -0.822
S 2.35 1.33 2.52 0.068
C -0.24 -2.08 -1.46 -0.105
H -1.60 -0.48 -1.77 0.098
H 0.00 -0.04 -2.19 0.108
H -0.95 -0.42 0.54 0.100
H 1.35 1.22 -0.09 0.078
H 1.58 -0.51 -0.06 0.099
H 1.06 -0.68 2.22 0.026
H 0.02 0.75 2.17 0.030
H -0.66 -2.58 -0.59 0.068
H -0.68 -2.49 -2.37 0.059
H 0.82 -2.27 -1.58 0.055
H -1.41 1.93 0.51 -0.009
H -0.86 3.27 0.90 0.027
O -1.70 2.85 0.67 -0.100
```

Computed properties:
Net charge: -1
HOMO (eV): -2.5
Energy relative to the best compared isomer or geometry (same formula, charge and spin) (kcal per mole): 11.7

C53H52AsFeN8OS | the ωB97M-V functional and the def2-TZVPD basis

Structure (XYZ):
```
117
Properties=species:S:1:pos:R:3:lowdin_charge:R:1
Fe -0.01 -0.41 0.21 0.587
C -2.61 2.88 1.00 -0.188
C -1.17 2.92 1.54 -0.189
C -0.08 3.56 0.66 -0.214
N 0.66 2.53 -0.07 -0.349
C 2.04 2.54 -0.30 -0.176
C 2.62 3.77 -0.42 -0.018
C 3.97 4.19 -0.67 -0.076
C 5.05 3.43 -0.96 -0.093
C 5.08 2.01 -1.01 -0.056
C 4.12 1.10 -0.75 0.015
C 2.73 1.22 -0.31 -0.197
N 2.06 0.20 0.10 0.002
C 2.65 -1.13 0.26 -0.253
C 3.05 -1.34 1.71 -0.143
C 1.97 -0.89 2.71 -0.217
N 0.61 -0.98 2.21 0.003
C -0.36 -1.05 3.08 -0.231
C -0.20 -0.99 4.50 -0.033
C -1.03 -1.41 5.51 -0.103
C -2.27 -2.04 5.45 -0.130
C -3.03 -2.17 4.31 -0.107
C -2.83 -1.64 3.05 -0.058
C -1.73 -0.94 2.50 -0.260
N -1.80 -0.18 1.43 -0.029
C -3.13 0.30 1.08 -0.225
C -3.17 1.62 0.31 -0.233
H -2.75 3.71 0.29 0.110
H -3.27 3.10 1.85 0.106
H -0.85 1.91 1.80 0.088
H -1.19 3.48 2.47 0.109
H 0.63 4.08 1.31 0.119
H -0.50 4.29 -0.04 0.119
H 1.92 4.59 -0.35 0.109
H 4.10 5.26 -0.69 0.108
H 5.98 3.95 -1.17 0.102
H 6.04 1.58 -1.30 0.109
H 4.45 0.07 -0.84 0.099
H 3.46 -1.36 -0.43 0.084
H 1.87 -1.86 0.02 0.080
H 3.97 -0.79 1.93 0.112
H 3.28 -2.40 1.84 0.113
H 2.17 0.16 2.98 0.123
H 2.09 -1.48 3.63 0.106
H 0.74 -0.56 4.82 0.088
H -0.62 -1.27 6.51 0.101
H -2.68 -2.41 6.38 0.088
H -3.97 -2.70 4.43 0.101
H -3.65 -1.77 2.36 0.094
H -3.70 0.42 2.01 0.121
H -3.67 -0.44 0.48 0.089
H -4.23 1.82 0.12 0.109
H -2.71 1.49 -0.67 0.033
S -0.36 1.56 -0.99 1.065
C 0.11 1.93 -2.69 -0.632
N -0.49 3.00 -3.12 0.011
N -0.16 3.42 -4.42 -0.017
C 1.11 3.76 -4.89 -0.262
C 2.26 3.76 -4.12 -0.043
C 3.47 4.15 -4.68 -0.093
C 3.56 4.55 -6.00 -0.114
C 2.40 4.55 -6.77 -0.106
C 1.19 4.17 -6.22 -0.049
N 1.04 1.19 -3.31 0.003
N 1.35 0.07 -2.66 -0.003
C 2.49 -0.55 -3.16 -0.283
C 3.32 -0.01 -4.16 -0.029
C 4.45 -0.70 -4.56 -0.097
C 4.79 -1.92 -3.98 -0.112
C 3.98 -2.44 -2.98 -0.101
C 2.85 -1.77 -2.58 -0.085
H -0.89 4.04 -4.76 0.125
H 2.23 3.47 -3.08 0.076
H 4.36 4.15 -4.05 0.093
H 4.50 4.85 -6.43 0.091
H 2.44 4.85 -7.81 0.097
H 0.30 4.16 -6.83 0.105
H 3.06 0.94 -4.60 0.091
H 5.08 -0.28 -5.33 0.097
H 5.67 -2.45 -4.31 0.090
H 4.25 -3.38 -2.51 0.100
H 2.21 -2.17 -1.80 0.078
O -0.47 -2.00 -0.75 -0.507
As -1.54 -2.49 -1.93 1.259
C -2.66 -3.77 -1.08 -0.316
C -3.57 -4.53 -1.81 -0.092
C -4.35 -5.47 -1.15 -0.076
C -4.21 -5.65 0.22 -0.074
C -3.30 -4.89 0.94 -0.064
C -2.51 -3.95 0.29 -0.077
C -0.64 -3.39 -3.35 -0.293
C 0.07 -4.53 -2.99 -0.092
C 0.81 -5.21 -3.95 -0.071
C 0.85 -4.74 -5.25 -0.069
C 0.14 -3.61 -5.61 -0.063
C -0.61 -2.93 -4.66 -0.075
C -2.66 -1.08 -2.55 -0.281
C -3.92 -0.95 -1.98 -0.110
C -4.73 0.12 -2.33 -0.080
C -4.27 1.06 -3.25 -0.062
C -3.01 0.93 -3.82 -0.063
C -2.19 -0.13 -3.46 -0.106
H -3.68 -4.39 -2.88 0.113
H -5.06 -6.06 -1.71 0.105
H -4.81 -6.39 0.72 0.105
H -3.19 -5.03 2.00 0.108
H -1.80 -3.35 0.84 0.095
H 0.04 -4.90 -1.96 0.114
H 1.35 -6.11 -3.67 0.107
H 1.45 -5.25 -5.99 0.107
H 0.17 -3.24 -6.62 0.109
H -1.17 -2.05 -4.95 0.092
H -4.28 -1.69 -1.27 0.100
H -5.71 0.23 -1.89 0.112
H -4.90 1.89 -3.52 0.110
H -2.64 1.67 -4.52 0.103
H -1.19 -0.19 -3.86 0.087
```

Computed properties:
Net charge: 0
⟨S²⟩: 8.80
HOMO (alpha / beta) (eV): -5.6 / -6.7
2S+1: 6
Energy relative to the best compared isomer or geometry (same formula, charge and spin) (kcal per mole): 11.5

C3H3ClN2O | the ωB97M-V functional and the def2-TZVPD basis

Structure (XYZ):
```
10
Properties=species:S:1:pos:R:3:lowdin_charge:R:1
C 0.46 -0.64 -0.32 -0.250
C -0.94 -1.04 0.05 -0.172
C 0.47 0.67 0.63 -0.239
N 0.92 -1.04 -1.43 0.204
N -0.97 0.76 0.85 -0.517
O -1.59 -1.99 0.28 0.199
Cl -1.86 1.85 -0.13 0.517
H 0.75 0.64 1.68 0.093
H 1.02 1.60 0.23 0.131
H 1.74 -0.79 -1.85 0.037
```

Computed properties:
Net charge: 0
HOMO (alpha / beta) (eV): -9.0 / -9.0
Energy relative to the best compared isomer or geometry (same formula, charge and spin) (kcal per mole): 98.3

C22H15BrF10HgN4O | the ωB97M-V functional and the def2-TZVPD basis

Structure (XYZ):
```
54
Properties=species:S:1:pos:R:3:lowdin_charge:R:1
Hg -0.60 -0.52 -0.06 1.008
C -2.86 2.65 1.35 -0.099
N -2.72 1.66 0.31 -0.257
C -2.03 2.15 -0.87 -0.245
C -0.60 2.63 -0.58 -0.276
N 0.01 1.75 0.40 -0.102
C 1.21 2.03 0.91 -0.253
C 1.70 1.25 2.00 -0.183
F 0.94 0.24 2.45 0.035
C 2.90 1.47 2.63 -0.169
F 3.27 0.68 3.64 0.104
C 3.74 2.49 2.23 -0.179
F 4.93 2.70 2.84 0.077
C 3.33 3.28 1.17 -0.182
F 4.13 4.27 0.74 0.091
C 2.12 3.06 0.54 -0.154
F 1.85 3.86 -0.52 0.057
C -3.94 0.93 -0.01 -0.215
C -3.75 -0.56 0.23 -0.276
N -2.82 -1.06 -0.77 -0.111
C -2.83 -2.37 -1.12 -0.267
C -2.07 -2.76 -2.25 -0.190
F -1.37 -1.82 -2.91 0.049
C -2.00 -4.05 -2.72 -0.159
F -1.27 -4.33 -3.81 0.097
C -2.70 -5.07 -2.09 -0.165
F -2.64 -6.33 -2.55 0.081
C -3.44 -4.75 -0.97 -0.163
F -4.11 -5.71 -0.32 0.093
C -3.50 -3.45 -0.50 -0.143
F -4.20 -3.26 0.64 0.056
H -3.49 3.51 1.05 0.083
H -1.87 3.02 1.63 0.072
H -3.31 2.19 2.23 0.083
H -2.59 2.96 -1.36 0.117
H -1.97 1.32 -1.58 0.084
H -0.61 3.67 -0.23 0.107
H -0.08 2.65 -1.54 0.106
H -4.20 1.09 -1.07 0.114
H -4.78 1.30 0.59 0.110
H -4.72 -1.06 0.19 0.107
H -3.36 -0.68 1.25 0.102
O 6.33 -0.47 0.62 0.071
C 5.08 -0.72 0.18 -0.311
C 4.27 0.26 -0.39 -0.004
C 3.00 -0.11 -0.78 -0.146
N 2.51 -1.34 -0.65 0.013
C 3.30 -2.24 -0.13 -0.756
Br 2.58 -4.00 0.06 0.700
C 4.60 -2.02 0.31 -0.050
H 6.50 0.48 0.56 0.110
H 4.61 1.28 -0.50 0.117
H 2.32 0.62 -1.21 0.105
H 5.20 -2.80 0.75 0.109
```

Computed properties:
Net charge: -1
⟨S²⟩: 0.76
HOMO (alpha / beta) (eV): -3.5 / -4.3
2S+1: 2

C3H4N2O | the ωB97M-V functional and the def2-TZVPD basis

Structure (XYZ):
```
10
Properties=species:S:1:pos:R:3:lowdin_charge:R:1
N 1.78 -0.22 -0.35 0.144
C 0.47 -0.27 0.06 -0.417
C -0.52 0.58 -0.37 -0.050
C -1.68 0.11 0.27 -0.179
N -1.48 -0.93 1.03 0.080
O -0.03 -1.18 0.89 0.000
H 2.52 -0.70 0.12 0.102
H 2.04 0.66 -0.77 0.105
H -0.40 1.40 -1.06 0.099
H -2.69 0.52 0.17 0.117
```

Computed properties:
Net charge: 0
HOMO (eV): -8.6
Energy relative to the best compared isomer or geometry (same formula, charge and spin) (kcal per mole): 44.2
SMILES string: Nc1ccno1